Run a
DFT (the ωB97M-V functional and the def2-TZVPD basis) results for a single C4H6O molecule.

Last column: Löwdin charge in e.
Cartesian coordinates (Å):
C  2.252  -0.356  -0.031  0.012
C  1.166  0.357  0.116  -0.323
C  -1.146  0.340  -0.071  -0.216
C  -2.288  -0.354  0.050  0.038
H  3.388  -0.016  -0.192  0.105
H  2.147  -1.475  -0.213  0.080
H  1.140  1.439  0.256  0.119
H  -1.066  1.502  -0.136  0.151
H  -2.421  -1.414  0.122  0.056
H  -3.185  0.136  -0.233  0.036
O  0.013  -0.160  0.331  -0.058

Output
Net charge ... 0
Structure (SMILES) ... C=COC=C
Frontier orbital gap ... 9.95 eV
HOMO ... -8.7 eV

=====

Run b
DFT (the ωB97M-V functional and the def2-TZVPD basis) results for a single C4H6O molecule.

Last column: Löwdin charge in e.
Cartesian coordinates (Å):
C  0.527  -1.225  -0.744  0.058
C  -0.178  -0.045  -1.578  -0.209
C  0.297  0.218  -0.313  -0.404
C  -0.069  0.968  0.935  0.027
O  0.817  0.903  -1.488  0.021
H  -0.139  -1.850  -0.323  0.049
H  1.479  -1.703  -0.951  0.095
H  -1.225  0.091  -2.034  0.170
H  -0.777  1.665  0.691  0.059
H  0.679  1.389  1.514  0.066
H  -0.611  0.249  1.454  0.068

Output
Net charge ... 0
Structure (SMILES) ... C[C@@]12C[C@@H]1O2
Frontier orbital gap ... 10.07 eV
HOMO ... -9.0 eV

=====

Which is the most stable structure? run a is the most stable.

=====

Run a
DFT (the ωB97M-V functional and the def2-TZVPD basis) results for a single C4H6O molecule.

Last column: Löwdin charge in e.
Cartesian coordinates (Å):
C  1.017  -0.584  -0.167  -0.174
C  -0.327  -0.829  -0.891  -0.187
C  -1.274  0.038  -0.035  -0.083
C  -0.466  0.860  0.687  -0.163
H  1.970  -0.546  -0.906  0.154
H  1.256  -1.392  0.581  0.121
H  -0.613  -1.917  -0.908  0.114
H  -0.377  -0.446  -1.944  0.112
H  -2.377  0.014  -0.027  0.100
H  -0.817  1.591  1.412  0.114
O  0.908  0.723  0.528  -0.109

Output
Net charge ... 0
Structure (SMILES) ... C1=COCC1
Frontier orbital gap ... 9.64 eV
HOMO ... -8.5 eV

=====

Run b
DFT (the ωB97M-V functional and the def2-TZVPD basis) results for a single C4H6O molecule.

Last column: Löwdin charge in e.
Cartesian coordinates (Å):
C  1.242  -0.533  0.061  -0.078
C  -0.116  0.146  -0.090  -0.359
C  -0.325  1.469  -0.011  0.120
C  -1.237  -0.682  -0.063  -0.268
H  1.534  -1.138  -0.820  0.070
H  2.064  0.212  0.339  0.091
H  1.230  -1.370  0.910  0.116
H  -1.358  1.690  -0.015  0.062
H  0.482  2.182  -0.048  0.077
H  -1.167  -1.777  -0.378  0.146
O  -2.349  -0.198  0.114  0.023

Output
Net charge ... 0
Structure (SMILES) ... C=C(C)C=O
Frontier orbital gap ... 9.93 eV
HOMO ... -9.9 eV

=====

Run c
DFT (the ωB97M-V functional and the def2-TZVPD basis) results for C4H6O as an isolated structure.

Last column: Löwdin charge in e.
Cartesian coordinates (Å):
C  -1.010  -0.486  -0.162  -0.046
C  -0.097  0.268  0.816  -0.199
C  1.189  0.713  0.173  -0.026
O  0.586  1.043  -0.994  -0.057
C  -0.719  0.925  -0.395  -0.253
H  -1.994  -0.695  0.250  0.115
H  -0.601  -1.247  -0.823  0.112
H  -0.318  0.327  1.874  0.122
H  2.081  -1.672  -0.210  0.069
H  2.254  -0.956  -0.058  0.011
H  -1.372  1.782  -0.471  0.152

Output
Net charge ... 0
Frontier orbital gap ... 9.37 eV
HOMO ... -8.6 eV

=====

Run d
DFT (the ωB97M-V functional and the def2-TZVPD basis) results for a single C4H6O molecule.

Last column: Löwdin charge in e.
Cartesian coordinates (Å):
O  -1.944  -0.030  0.491  0.090
C  -0.814  -0.062  0.068  -0.469
C  0.045  1.193  -0.163  -0.256
C  1.413  0.905  0.375  0.139
C  -0.088  -1.349  -0.266  -0.015
H  0.061  1.462  -1.228  0.104
H  -0.418  2.014  0.406  0.130
H  1.222  0.599  1.432  0.017
H  0.985  -1.257  -0.035  0.069
H  -0.531  -2.193  0.267  0.091
H  -0.153  -1.525  -1.346  0.100

Output
Net charge ... 0
Frontier orbital gap (alpha / beta) ... 8.33 / 8.29 eV
HOMO (alpha / beta) ... -9.2 / -9.1 eV

=====

Which is the most stable structure? run a is the most stable.

=====

Run a
DFT (the ωB97M-V functional and the def2-TZVPD basis) results for a single C4H6O molecule.

Last column: Löwdin charge in e.
Cartesian coordinates (Å):
C  1.294  0.595  0.601  -0.068
C  -0.799  -0.189  -0.748  -0.253
C  0.006  -0.164  0.510  -0.258
C  0.366  1.117  1.347  0.010
O  -1.134  -1.549  -1.119  -0.123
H  2.329  0.835  0.361  0.100
H  -0.443  -1.869  -1.773  0.109
H  -1.767  0.377  -0.727  0.121
H  -0.156  0.225  -1.670  0.151
H  0.154  -1.148  1.069  0.137
H  0.150  1.771  2.150  0.076

Output
Net charge ... 0
Structure (SMILES) ... OCC1C=C1
Frontier orbital gap ... 10.62 eV
HOMO ... -9.6 eV

=====

Run b
DFT (the ωB97M-V functional and the def2-TZVPD basis) results for a single C4H6O molecule.

Last column: Löwdin charge in e.
Cartesian coordinates (Å):
C  -1.292  0.443  -0.140  -0.117
O  -0.275  0.311  0.832  -0.220
C  0.541  -0.849  0.771  -0.251
C  1.567  -0.531  -0.243  -0.081
C  1.664  0.469  -0.917  0.121
H  -1.285  -0.352  -0.898  0.092
H  -1.237  1.406  -0.674  0.086
H  -2.235  0.418  0.409  0.083
H  0.962  -0.973  1.773  0.121
H  -0.042  -1.742  0.513  0.119
H  1.632  1.400  -1.426  0.046

Output
Net charge ... 0
Structure (SMILES) ... C#CCOC
Frontier orbital gap ... 10.43 eV
HOMO ... -9.5 eV

=====

Run c
DFT (the ωB97M-V functional and the def2-TZVPD basis) results for a 3-piece molecular cluster, C4H6O overall.

Last column: Löwdin charge in e.
Cartesian coordinates (Å):
C  -0.059  -1.361  0.052  -0.157
O  -1.094  -0.426  -0.304  -0.090
C  -0.620  0.785  -0.539  -0.140
C  0.820  0.736  -0.248  -0.079
C  1.170  -0.527  0.019  -0.041
H  -0.278  -1.802  1.032  0.136
H  -0.084  -2.156  -0.699  0.137
H  -1.809  2.186  0.805  0.044
H  -1.674  1.886  0.015  -0.024
H  1.465  1.603  -0.328  0.103
H  2.162  -0.923  0.194  0.112

Output
Net charge ... 0
Frontier orbital gap ... 8.00 eV
HOMO ... -7.9 eV

=====

Run d
DFT (the ωB97M-V functional and the def2-TZVPD basis) results for a single C4H6O molecule.

Last column: Löwdin charge in e.
Cartesian coordinates (Å):
C  1.527  -0.127  0.263  -0.281
C  0.309  -0.021  -0.490  -0.315
C  -0.757  0.839  0.097  -0.107
C  -0.960  -0.692  -0.050  -0.107
H  1.410  -0.470  1.371  0.155
H  0.413  0.150  -1.570  0.154
H  -1.407  1.593  -0.401  0.117
H  -0.685  1.103  1.121  0.081
H  -0.948  -1.416  0.839  0.125
H  -1.510  -1.056  -0.974  0.115
O  2.608  0.097  -0.204  0.063

Output
Net charge ... 0
Structure (SMILES) ... O=CC1CC1
Frontier orbital gap ... 10.95 eV
HOMO ... -9.8 eV

=====

Which is the most stable structure? run d is the most stable.

=====

Run a
DFT (the ωB97M-V functional and the def2-TZVPD basis) results for a single C4H6O molecule.

Last column: Löwdin charge in e.
Cartesian coordinates (Å):
O  -1.790  -1.697  0.024  0.031
C  -1.217  -0.742  -0.452  -0.305
C  -0.531  0.242  0.388  -0.237
C  0.884  -0.319  0.183  -0.106
C  0.585  1.151  0.012  -0.097
H  -1.002  -0.637  -1.538  0.135
H  -0.824  0.282  1.435  0.146
H  1.203  -0.938  1.015  0.116
H  1.161  -0.746  -0.779  0.105
H  0.869  1.916  0.731  0.106
H  0.663  1.489  -1.019  0.106

Output
Net charge ... 0
Structure (SMILES) ... O=CC1CC1
Frontier orbital gap ... 10.66 eV
HOMO ... -9.6 eV

=====

Run b
DFT (the ωB97M-V functional and the def2-TZVPD basis) results for a 2-piece molecular cluster, C4H6O overall.

Last column: Löwdin charge in e.
Cartesian coordinates (Å):
C  0.791  0.917  2.825  -0.170
C  0.681  1.106  1.653  -0.146
C  0.046  -0.787  -0.662  -0.102
C  -0.044  0.731  -0.770  -0.184
O  -1.138  1.463  -1.032  0.091
H  1.060  0.707  3.871  -0.009
H  -0.788  -1.216  -0.058  0.088
H  1.113  -1.036  -0.221  0.126
H  -0.156  -1.254  -1.668  0.092
H  0.952  1.245  -0.995  0.129
H  -1.891  0.961  -0.877  0.086

Output
Net charge ... 0
Frontier orbital gap ... 8.45 eV
HOMO ... -8.8 eV

=====

Which is the most stable structure? run a is the most stable.

=====

Run a
DFT (the ωB97M-V functional and the def2-TZVPD basis) results for a single C5H6N2OS molecule.

Last column: Löwdin charge in e.
Cartesian coordinates (Å):
C  0.025  -1.075  1.251  -0.471
C  -0.559  0.578  -1.351  -0.014
C  0.839  -1.782  0.754  -0.222
C  -1.335  1.566  -0.565  -0.229
C  -0.841  1.473  0.843  -0.508
N  0.372  0.104  -1.831  -0.130
N  1.753  -2.560  0.151  0.098
O  1.323  -0.463  -2.294  0.003
S  -1.111  -0.008  1.919  0.860
H  -1.132  2.552  -1.096  0.131
H  -2.524  1.678  -0.623  0.158
H  0.294  1.544  1.029  0.105
H  -1.335  2.292  1.409  0.075
H  1.500  -3.471  0.174  0.050
H  2.732  -2.428  0.230  0.093

Output
Net charge ... 0
Structure (SMILES) ... NC#CSCCC#[N+][O-]
Frontier orbital gap ... 8.66 eV
HOMO ... -8.0 eV

=====

Run b
DFT (the ωB97M-V functional and the def2-TZVPD basis) results for a single C5H6N2OS molecule.

Last column: Löwdin charge in e.
Cartesian coordinates (Å):
C  -3.708  -0.235  0.296  -0.475
C  -1.745  0.022  -0.296  -0.348
C  -1.609  -1.187  0.292  -0.645
C  -0.304  0.513  -0.532  -0.088
C  1.820  -0.798  -0.005  -0.093
N  -2.919  0.594  -0.211  0.051
N  0.503  -0.744  -0.500  -0.109
O  -0.398  -1.745  0.333  -0.036
S  -3.056  -1.762  0.929  1.087
H  -4.862  -0.155  0.357  0.103
H  -0.088  1.064  -1.536  0.146
H  -0.080  1.282  0.294  0.132
H  2.079  -1.774  0.072  0.049
H  2.357  -0.337  -0.936  0.136
H  2.145  -0.158  0.833  0.091

Output
Net charge ... 0
Structure (SMILES) ... CN1Cc2ncsc2O1
Frontier orbital gap ... 8.86 eV
HOMO ... -8.1 eV

=====

Which is the most stable structure? run b is the most stable.